[1]
Here is C15H20N2O7S in the gas phase at a distorted geometry from the Open Molecules 2025 dataset. Energies are from wB97M-V/def2-TZVPD.

As for the calculated total energy: -44027.0490 eV. The calculation puts the strongest force on any atom at 1.06 eV/A. The value obtained for the LUMO energy is 0.0 eV. Its frontier orbital gap is 8.67 eV.

Geometry (Å):
C: 1.96662 6.59128 -3.40244
C: 2.99281 5.52302 -3.05585
H: 3.17318 4.87182 -3.91736
H: 3.92965 5.96981 -2.71869
O: 2.54859 4.72205 -1.95506
C: 1.76213 3.70553 -2.21658
O: 1.38650 3.35239 -3.31157
C: 1.35040 2.95349 -0.93555
O: 1.70787 3.28633 0.17061
N: 0.55802 1.90782 -1.26550
C: -0.04578 0.96864 -0.43774
C: 0.06335 0.99693 0.94657
C: -0.56499 0.02830 1.71420
C: -1.29141 -0.96073 1.08772
C: -1.42766 -1.00479 -0.28942
C: -0.81084 -0.03995 -1.06930
O: -0.87359 0.02592 -2.42614
C: -1.65863 -0.92673 -3.10919
H: -2.70308 -0.88586 -2.78894
H: -1.27130 -1.93953 -2.96520
H: -1.58908 -0.65799 -4.16175
H: -2.03704 -1.78720 -0.71005
S: -2.07216 -2.25974 2.04921
O: -2.35660 -1.74842 3.35507
O: -3.13026 -2.81358 1.25604
N: -0.95343 -3.47020 2.24684
C: 0.14010 -3.26645 3.16744
H: -0.17936 -2.51654 3.88957
C: 1.41199 -2.83413 2.42873
H: 2.27100 -2.84699 3.10120
O: 1.72378 -3.73344 1.38520
C: 0.67522 -3.81853 0.44565
H: 1.00704 -4.53195 -0.31071
C: -0.61969 -4.29694 1.11211
H: -1.46484 -4.26281 0.42599
H: -0.48389 -5.32491 1.46696
H: 0.51715 -2.83407 -0.02290
H: 1.28504 -1.82065 2.01807
H: 0.32697 -4.21304 3.68728
H: -0.51118 0.04459 2.79029
H: 0.63878 1.78160 1.40925
H: 0.37626 1.79331 -2.26099
H: 1.04590 6.12781 -3.74857
H: 2.35739 7.22795 -4.19078
H: 1.74972 7.19936 -2.52792

[2]
Here is a molecular structure, C15H20N7PtS from the Open Molecules 2025 dataset. Energies are from wB97M-V/def2-TZVPD.

The expectation value of S² is 2.03. As for the calculated total energy: -40386.5491 eV. The charge is +1. Its energy relative to the best compared isomer or geometry (same formula, charge and spin) is 0.005 eV. Its multiplicity is 3. The calculation puts the strongest force on any atom at 0.11 eV/A. The value obtained for the LUMO energy (spin up / spin down) is -2.0 / -5.1 eV. Its frontier orbital gap (spin up / spin down) is 7.23 / 6.00 eV.

Geometry (Å):
Pt: 1.21642 -0.36646 0.07079
C: -3.33236 -1.55785 3.61528
C: -2.18862 -2.56040 3.61616
N: -0.88165 -1.91951 3.47907
C: -0.37052 -1.48254 2.32766
S: 1.16185 -0.67362 2.33025
N: -1.09396 -1.70655 1.21245
N: -0.51246 -1.25521 0.12706
C: -1.15496 -1.43906 -1.12478
C: -2.46437 -2.13176 -1.21723
C: -0.43079 -0.94388 -2.20257
C: -0.86780 -1.02985 -3.55042
C: -0.09006 -0.52542 -4.55474
C: 1.13873 0.07421 -4.24090
C: 1.53211 0.13778 -2.91923
N: 0.79350 -0.34520 -1.92225
H: -4.28439 -2.07946 3.71099
H: -3.34245 -0.99385 2.68277
H: -3.24122 -0.85857 4.44635
H: -2.30241 -3.27810 2.80531
H: -2.16404 -3.11871 4.55060
H: -0.33088 -1.76127 4.30724
H: -2.92405 -2.20164 -0.23605
H: -2.33841 -3.14692 -1.60421
H: -3.13890 -1.60198 -1.89012
H: -1.81455 -1.50289 -3.76677
H: -0.41668 -0.59077 -5.58336
H: 1.77998 0.48040 -5.00859
H: 2.47542 0.58542 -2.63519
N: 3.10153 1.93652 0.09630
C: 4.37307 2.34592 0.00225
C: 5.15924 1.22895 -0.18483
C: 4.26371 0.15746 -0.19078
N: 3.02135 0.60196 -0.02696
H: 2.24989 2.49062 0.22734
H: 4.62786 3.38856 0.08388
H: 6.22803 1.19116 -0.29083
H: 4.44957 -0.89791 -0.29774
C: -1.76497 4.40813 0.70759
C: -0.43777 3.86318 0.45993
N: 0.61054 3.44045 0.27573
H: -2.26868 3.81220 1.46612
H: -2.34762 4.39162 -0.21129
H: -1.67826 5.43487 1.05771

[3]
Here is a molecular structure, C15H20NO5OsTe from the Open Molecules 2025 dataset. Energies are from wB97M-V/def2-TZVPD.

As for the calculated total energy: -37360.3120 eV. The charge is +1. Its energy relative to the best compared isomer or geometry (same formula, charge and spin) is 0.549 eV. The calculation puts the strongest force on any atom at 0.89 eV/A. The value obtained for the LUMO energy (spin up / spin down) is -5.9 / -5.9 eV. Its frontier orbital gap (spin up / spin down) is 5.66 / 5.68 eV.

Geometry (Å):
Os: 0.41741 -0.65223 1.16242
O: 2.73992 -1.11182 1.04130
C: 3.28657 0.02241 1.73961
C: 2.61664 0.21121 3.08765
N: 1.12556 0.03598 3.00348
C: 0.73318 -1.06006 3.95662
C: 1.17469 -2.31354 3.20436
O: 2.13770 -2.97835 3.47735
O: 0.45450 -2.42277 2.09331
C: 0.31152 1.24870 3.26439
C: -1.10748 1.10416 2.68674
O: -2.01591 1.75460 3.09888
O: -1.23534 0.23021 1.66538
H: 2.98404 -1.95225 1.46583
H: 3.10462 0.87880 1.09656
H: 4.36541 -0.08070 1.85145
H: 2.85623 1.18669 3.51209
H: 2.99182 -0.54532 3.77495
H: -0.35045 -1.05049 4.06594
H: 1.21557 -0.93188 4.92358
H: 0.79497 2.11134 2.80472
H: 0.21614 1.43571 4.33541
C: -3.41477 -0.50271 -4.88703
C: -2.37824 -0.11474 -3.87497
C: -1.82694 1.16058 -3.86223
C: -0.85109 1.53868 -2.94757
C: -0.26034 2.91980 -3.00253
C: -0.45099 0.59132 -2.00342
Te: 1.08205 1.02589 -0.64430
C: -0.98533 -0.70360 -1.98758
C: -0.50804 -1.73537 -1.00657
C: -1.94332 -1.03995 -2.92574
H: -3.70751 0.34535 -5.50243
H: -4.30668 -0.89607 -4.39808
H: -3.03200 -1.28441 -5.54524
H: -2.16901 1.89021 -4.58684
H: -0.88975 3.58552 -3.58946
H: 0.72721 2.90336 -3.47047
H: -0.15707 3.36318 -2.01083
H: -0.85541 -1.46400 0.04569
H: 0.54373 -1.99670 -1.11256
H: -1.06918 -2.66796 -1.07657
H: -2.36463 -2.03875 -2.92329

[4]
Here is a molecular structure, C15H21As2MgN5S5 from the Open Molecules 2025 dataset. Energies are from wB97M-V/def2-TZVPD.

As for the calculated total energy: -204643.8596 eV. The charge is -2. Its energy relative to the best compared isomer or geometry (same formula, charge and spin) is 2.096 eV. The calculation puts the strongest force on any atom at 0.17 eV/A. The value obtained for the LUMO energy is 4.1 eV. Its frontier orbital gap is 5.30 eV.

Geometry (Å):
Mg: -2.35168 0.98778 -2.52760
S: -1.33757 7.97666 -4.03802
C: -1.70471 6.39132 -3.67744
S: -2.14517 5.22181 -4.85070
C: -2.39216 3.84372 -3.79189
C: -2.16860 4.08560 -2.47340
S: -2.33322 2.99279 -1.12277
S: -1.67763 5.72985 -2.09881
S: -2.89359 2.35009 -4.54394
C: 2.53384 0.25138 1.12343
As: 0.93249 -0.42551 2.09953
C: 0.78606 1.14660 3.28307
C: 1.76419 -1.63372 3.38500
C: 3.14769 -1.71182 3.55932
C: 3.67263 -2.57000 4.51879
C: 2.79028 -3.31464 5.29479
C: 1.41590 -3.18707 5.10560
C: 0.81459 -2.35507 4.13617
As: -1.99694 -2.25187 -1.18036
C: -3.23556 -3.80173 -1.18311
C: -2.59093 -1.54146 0.54976
H: 3.27540 0.70503 1.78460
H: 2.18932 0.99772 0.40291
H: 2.98989 -0.59360 0.60101
H: 1.74038 1.32827 3.78083
H: 0.02900 0.92080 4.03303
H: 0.48249 2.02714 2.71489
H: 3.83446 -1.11838 2.95794
H: 4.74650 -2.65242 4.65785
H: 3.17914 -3.99347 6.05231
H: 0.77637 -3.78859 5.75542
H: -2.96017 -4.51923 -0.40853
H: -3.18211 -4.29192 -2.15642
H: -4.25756 -3.45496 -1.01255
H: -2.17383 -2.11914 1.37368
H: -3.68310 -1.55075 0.59401
H: -2.23272 -0.51753 0.65188
C: -2.96229 -1.04001 -2.35042
H: -4.03574 -1.12225 -2.12956
H: -2.82857 -1.44553 -3.36486
N: 3.07944 0.14128 -2.33850
N: 1.87632 0.71293 -2.73418
N: 1.82171 1.73761 -3.56399
C: 0.51972 1.92530 -3.65726
N: -0.16345 1.02758 -2.91738
N: 0.71885 0.26972 -2.33043
H: 2.92507 -0.86177 -2.34847
H: 3.22765 0.40640 -1.36694
H: 0.03793 2.68511 -4.24828

[5]
Here is a gas-phase ion, C15H21BN3O2 (charge +1) at a distorted geometry from the Open Molecules 2025 dataset. Energies are from wB97M-V/def2-TZVPD.

As for the calculated total energy: -25130.6955 eV. The charge is +1. The calculation puts the strongest force on any atom at 1.43 eV/A. The value obtained for the LUMO energy is -4.4 eV. Its frontier orbital gap is 7.15 eV.

Geometry (Å):
C: 1.88344 4.49740 -1.21693
N: 0.79267 4.72012 -2.16554
C: -0.47172 4.12415 -1.77272
C: -0.37461 2.73563 -1.12398
C: -0.65572 2.61679 0.28775
C: -0.64115 1.43559 0.97532
B: -1.02082 1.45483 2.52036
C: -2.25375 0.55347 3.01615
O: -0.37453 2.22592 3.43555
C: -0.32361 0.22575 0.27809
C: -0.29792 -1.07059 0.84333
C: -0.01818 -2.18605 0.09403
C: -0.05555 -3.53987 0.77276
C: 1.09627 -4.49455 0.38404
C: 0.70069 -5.95667 0.14342
N: 2.31468 -4.16535 0.25734
N: 0.24081 -2.00522 -1.22604
O: 0.48981 -3.10208 -2.00959
C: 0.24219 -0.82274 -1.82392
C: -0.03886 0.34055 -1.11744
C: -0.07098 1.59438 -1.79015
H: 2.30479 3.47731 -1.26003
H: 1.56222 4.72979 -0.19037
H: 2.66846 5.23332 -1.44960
H: 1.04936 4.49561 -3.11702
H: -1.13409 4.01526 -2.64774
H: -1.01542 4.78317 -1.07486
H: -0.92839 3.51711 0.84433
H: -2.72020 0.96385 3.92499
H: -3.02496 0.58299 2.22627
H: -1.97878 -0.49322 3.20563
H: -0.92008 2.36377 4.22107
H: -0.50246 -1.21483 1.90081
H: -0.02601 -3.36615 1.85912
H: -1.01720 -4.04781 0.59389
H: 0.65445 -6.51718 1.08703
H: 1.33436 -6.42204 -0.61539
H: -0.33442 -5.93089 -0.24203
H: 2.41256 -3.16793 0.48236
H: -0.13107 -3.10911 -2.75713
H: 0.45969 -0.73578 -2.88964
H: 0.12400 1.66129 -2.86350

[6]
Here is 2 unconnected molecules or ions with the total composition C15H21BrN4O2 from the Open Molecules 2025 dataset. Energies are from wB97M-V/def2-TZVPD.

As for the calculated total energy: -95992.4614 eV. The calculation puts the strongest force on any atom at 0.73 eV/A. The value obtained for the LUMO energy is 0.3 eV. Its frontier orbital gap is 10.73 eV.

Geometry (Å):
C: 5.03043 0.48022 1.08801
C: 3.53003 0.61519 1.32048
C: 3.01084 1.93799 0.75238
Br: 2.46475 1.75167 -1.10778
C: 1.92609 2.66245 1.57262
C: 2.36817 2.81168 2.96096
N: 2.68751 2.87675 4.06299
C: 0.49592 2.10766 1.39163
C: -0.46167 2.84898 2.24206
N: -1.15994 3.43880 2.93755
N: 0.37523 0.65272 1.42810
C: 0.64890 0.02484 2.68876
C: 0.95826 -1.45008 2.59393
O: 0.60244 0.60305 3.73607
C: -0.90822 0.18902 0.88841
C: -0.84961 -0.34348 -0.51765
O: -1.90359 0.22627 1.54942
H: 5.57771 1.19382 1.70173
H: 5.37431 -0.52851 1.30673
H: 5.27288 0.67181 0.04130
H: 3.32293 0.54675 2.38942
H: 2.99458 -0.19831 0.83440
H: 3.84888 2.63004 0.70712
H: 1.86783 3.67629 1.16785
H: 0.23911 2.39464 0.36953
H: 0.02454 -1.97212 2.81974
H: 1.68617 -1.72353 3.34906
H: 1.25377 -1.74609 1.59104
H: 0.11721 -0.81327 -0.67879
H: -0.95828 0.47184 -1.23230
H: -1.64620 -1.07268 -0.63019
C: -4.16776 -3.33223 -4.22848
C: -4.27302 -2.48096 -2.96895
C: -4.17930 -0.97783 -3.25611
C: -2.89889 -0.63004 -3.87657
N: -1.88233 -0.36914 -4.34369
H: -3.20241 -3.19871 -4.71838
H: -4.27048 -4.38948 -3.98555
H: -4.95078 -3.07387 -4.94361
H: -3.48438 -2.76473 -2.26921
H: -5.22464 -2.67687 -2.47265
H: -4.27592 -0.40376 -2.33364
H: -4.98106 -0.66679 -3.92772